31
Properties=species:S:1:pos:R:3 method="wB97M-V/def2-TZVPD" energy_ev=-45108.5790 charge=0 e_above_lowest_kcal_mol=0.0 e_lumo_ev=0.5066 largest_force_ev_per_a=0.905 orbital_gap_ev=9.259
C -3.92549 -0.63002 -1.27219
N -2.76188 -1.46888 -1.06563
S -2.10930 -1.42658 0.48660
O -1.25308 -2.57617 0.56699
O -3.13600 -1.27923 1.47412
C -1.06883 0.02482 0.37920
C -1.47136 1.31307 0.66629
C -0.56008 2.35671 0.52726
C 0.73940 2.12410 0.11838
C 1.14358 0.80521 -0.16410
C 0.22566 -0.22583 -0.03920
H 0.46711 -1.25703 -0.23028
O 2.43114 0.63635 -0.56122
C 2.94316 -0.67526 -0.55556
C 2.82737 -1.30768 0.84382
O 2.83492 -0.64169 1.84872
N 2.76481 -2.65668 0.84358
H 2.61618 -3.19196 0.00700
H 2.61503 -3.11846 1.72648
H 2.45868 -1.29876 -1.31770
H 4.00351 -0.56736 -0.80311
C 1.73598 3.22869 -0.01017
H 1.30820 4.17912 0.29318
H 2.60337 3.00550 0.60811
H 2.08271 3.30085 -1.03951
H -0.87913 3.36078 0.75858
Cl -3.06884 1.64068 1.20266
H -2.92893 -2.43677 -1.30077
H -4.66207 -0.75560 -0.47294
H -4.37959 -0.86996 -2.23095
H -3.59626 0.40800 -1.28766